Entry 1:
The following is a quantum chemistry calculation of C26H25OPS2Se2V as an isolated structure, from the Open Molecules 2025 dataset.

The calculation puts the calculated total energy at -216751.676 eV. The value obtained for the molecular weight is 657.457 g mol⁻¹. As for the largest force on an atom: 0.37 eV/Å. Its charge is +1. The calculation puts the HOMO energy (alpha / beta) at -10.718 / -10.753 eV. For the orbital gap (alpha / beta), the calculation gives 7.201 / 7.500 eV. As for the spin multiplicity: 3.

Atoms and positions in Å:
V -0.831 -1.019 -0.658
Se -1.507 -0.346 1.664
P 0.241 0.931 1.432
Se 1.394 0.012 -0.179
C 1.180 1.069 2.961
C 0.649 1.847 3.990
C 1.320 1.944 5.194
C 2.521 1.269 5.373
C 3.049 0.497 4.350
C 2.379 0.392 3.141
C -0.224 2.608 0.935
C 0.805 3.515 0.684
C 0.513 4.803 0.282
C -0.810 5.199 0.128
C -1.837 4.303 0.383
C -1.548 3.008 0.789
H -0.284 2.380 3.848
H 0.910 2.546 5.993
H 3.046 1.347 6.316
H 3.984 -0.027 4.490
H 2.788 -0.219 2.347
H 1.840 3.214 0.802
H 1.315 5.502 0.092
H -1.036 6.210 -0.184
H -2.868 4.610 0.278
H -2.354 2.313 0.992
C 2.586 1.090 -4.472
C 1.287 0.455 -4.091
C 0.280 1.202 -3.474
C -0.903 0.605 -3.082
C -1.089 -0.759 -3.317
C -0.103 -1.522 -3.936
C 1.079 -0.906 -4.312
S -2.629 -1.496 -2.823
C -3.816 -0.528 -3.751
O -2.728 -0.896 -1.390
H 2.514 2.175 -4.475
H 2.914 0.757 -5.456
H 3.359 0.806 -3.755
H 0.437 2.256 -3.282
H -1.676 1.184 -2.588
H -0.252 -2.582 -4.094
H 1.858 -1.493 -4.780
H -3.704 0.531 -3.533
H -4.804 -0.880 -3.465
H -3.646 -0.728 -4.809
S -0.301 -3.159 -1.030
C -0.422 -4.049 0.502
C -1.518 -3.934 1.347
C -1.560 -4.664 2.522
C -0.517 -5.520 2.852
C 0.567 -5.648 1.997
C 0.619 -4.917 0.822
H -2.347 -3.290 1.081
H -2.415 -4.570 3.178
H -0.554 -6.092 3.769
H 1.378 -6.320 2.245
H 1.468 -5.013 0.158

=====

Entry 2:
The following is a quantum chemistry calculation of C26H26BI2N9OS2SeTa as an isolated structure, from the Open Molecules 2025 dataset.

The calculation puts the calculated total energy at -148268.935 eV. As for the energy relative to the best compared isomer or geometry (same formula, charge and spin): 16.9 kcal/mol. The value obtained for the molecular weight is 1069.218 g mol⁻¹. As for the largest force on an atom: 0.72 eV/Å. Its charge is +3. The calculation puts the HOMO energy at -15.369 eV. For the orbital gap, the calculation gives 5.032 eV. As for the spin multiplicity: 1.

Atoms and positions in Å:
Ta 0.298 0.578 -0.347
I 1.865 -2.037 6.689
C 1.794 -1.196 4.791
C 2.018 0.168 4.628
C 1.974 0.742 3.364
I 2.307 2.782 3.104
C 1.699 -0.071 2.276
O 1.627 0.448 1.006
C 1.464 -1.429 2.423
C 1.121 -2.168 1.175
N -0.038 -1.512 0.485
C -1.245 -1.583 1.362
C -1.482 -0.275 2.043
C -2.128 -0.174 3.261
C -2.347 1.078 3.807
C -1.904 2.203 3.116
C -1.265 2.033 1.913
N -1.058 0.811 1.364
C 1.512 -1.996 3.686
H 2.232 0.787 5.489
H 0.845 -3.200 1.397
H 1.964 -2.183 0.484
H -0.290 -2.077 -0.334
H -1.119 -2.375 2.100
H -2.108 -1.839 0.746
H -2.446 -1.072 3.774
H -2.848 1.181 4.760
H -2.045 3.198 3.511
H -0.888 2.888 1.371
H 1.332 -3.056 3.815
C -3.083 0.925 -4.135
N -2.256 -0.275 -4.042
C -2.027 -1.135 -5.093
C -1.373 -2.200 -4.582
N -1.212 -2.002 -3.227
B -0.721 -3.139 -2.302
N 0.865 -3.086 -2.110
C 1.583 -4.246 -1.933
C 2.890 -3.921 -1.770
N 2.970 -2.552 -1.845
C 4.202 -1.766 -1.778
C 1.728 -2.071 -2.041
S 1.418 -0.366 -2.290
C -1.762 -0.818 -2.918
S -1.977 -0.104 -1.331
H -3.248 1.142 -5.186
H -2.567 1.767 -3.682
H -4.039 0.761 -3.643
H -2.347 -0.909 -6.094
H -1.016 -3.091 -5.067
H -0.944 -4.183 -2.832
H -1.261 -3.066 -1.225
H 1.104 -5.209 -1.963
H 3.761 -4.537 -1.631
H 5.019 -2.436 -1.528
H 4.112 -1.004 -1.006
H 4.401 -1.300 -2.741
Se -1.719 3.816 -1.714
N -0.455 4.971 -2.096
C 0.727 4.475 -1.765
C 2.041 5.028 -1.877
C 3.080 4.251 -1.448
C 2.881 2.938 -0.925
N 1.684 2.408 -0.804
C 0.652 3.177 -1.209
N -0.534 2.615 -1.065
H 2.193 6.019 -2.287
H 4.095 4.619 -1.507
H 3.724 2.339 -0.602

=====

Entry 3:
The following is a quantum chemistry calculation of C26H26BKN2P2 as an isolated structure, from the Open Molecules 2025 dataset.

The calculation puts the calculated total energy at -65943.339 eV. The value obtained for the molecular weight is 478.366 g mol⁻¹. As for the largest force on an atom: 0.66 eV/Å. The calculation puts the HOMO energy at -8.234 eV. For the orbital gap, the calculation gives 8.008 eV. As for the spin multiplicity: 1.

Atoms and positions in Å:
K 0.312 -3.515 0.188
C -0.197 -0.672 2.148
N -0.012 -0.403 0.695
P 1.666 -0.704 0.331
C 2.421 0.951 0.384
C 2.403 1.869 -0.666
C 2.961 3.125 -0.505
C 3.544 3.476 0.708
C 3.579 2.568 1.753
C 3.024 1.305 1.588
C 1.958 -1.121 -1.454
C 1.120 -1.407 -2.528
C 1.646 -1.763 -3.768
C 3.011 -1.844 -3.962
C 3.862 -1.573 -2.897
C 3.342 -1.229 -1.664
P -1.344 -0.738 -0.375
C -1.337 0.724 -1.459
C -0.824 1.959 -1.078
C -0.900 3.040 -1.944
C -1.489 2.892 -3.191
C -2.001 1.661 -3.580
C -1.920 0.580 -2.716
C -2.825 -0.419 0.628
C -3.036 0.783 1.311
C -4.215 1.004 1.993
C -5.212 0.031 1.990
C -5.020 -1.155 1.307
C -3.827 -1.379 0.627
H 0.608 -0.194 2.706
H -0.186 -1.736 2.405
H -1.131 -0.243 2.492
H 1.957 1.594 -1.614
H 2.946 3.834 -1.323
H 3.981 4.459 0.831
H 4.044 2.837 2.693
H 3.066 0.587 2.400
H 0.047 -1.348 -2.432
H 0.964 -1.966 -4.584
H 3.416 -2.118 -4.927
H 4.936 -1.634 -3.018
H 4.030 -1.035 -0.848
H -0.345 2.058 -0.112
H -0.496 4.000 -1.648
H -1.545 3.738 -3.864
H -2.456 1.547 -4.555
H -2.315 -0.386 -3.015
H -2.269 1.548 1.298
H -4.360 1.934 2.527
H -6.134 0.205 2.528
H -5.789 -1.916 1.305
H -3.675 -2.315 0.103
B 0.012 -3.385 4.973
C -0.016 -4.027 3.516
N -0.027 -4.405 2.420
H -0.570 -2.319 4.876
H 1.176 -3.227 5.271
H -0.558 -4.132 5.734